No. 1
Computed, not measured: a cluster of 2 separate species, C51H64N2O4 in total at a distorted geometry, with the ωB97M-V functional and the def2-TZVPD basis.

CARTESIAN COORDINATES (ANGSTROEM)
C1 0.93162 7.87736 -1.93096
C2 -0.43255 7.64308 -1.29460
C3 -1.31729 8.88348 -1.46363
O1 -1.13861 6.51775 -1.89046
C4 -0.86464 5.24048 -1.46084
O2 -1.41595 4.28723 -1.96226
C5 0.10348 5.09039 -0.36413
C6 0.80191 3.91799 -0.11653
C7 2.20318 4.05032 0.24695
C8 2.93575 5.21165 -0.13310
C9 4.32783 5.26238 -0.00935
C10 5.02384 4.18177 0.55158
C11 4.30775 3.08585 1.05536
C12 2.91515 3.03989 0.93656
C13 0.23055 6.25568 0.56224
O3 0.74786 6.20042 1.65728
O4 -0.34525 7.43848 0.13208
H1 1.52308 6.96146 -1.99857
H2 0.77952 8.24958 -2.95448
H3 1.48573 8.63482 -1.35483
H4 -2.30484 8.69682 -1.03713
H5 -0.86860 9.73164 -0.93278
H6 -1.42618 9.12493 -2.52642
H7 0.31745 2.95736 -0.25429
H8 2.39844 6.08267 -0.52259
H9 4.87037 6.14711 -0.33956
H10 6.11586 4.19257 0.60750
H11 4.82941 2.26823 1.55572
H12 2.32161 2.22842 1.36500
C14 2.65758 0.15468 -0.17089
C15 2.90324 -0.54978 -1.48602
C16 4.02147 0.20178 -2.22748
C17 3.37005 -1.98503 -1.26626
C18 1.59853 -0.50129 -2.32335
C19 1.48611 0.58835 -3.20631
C20 0.94958 0.33370 -4.46360
C21 0.36799 -0.91157 -4.68970
C22 -0.05979 -1.72286 -3.62846
C23 -1.19294 -2.73967 -4.00723
C24 -2.23501 -2.90722 -2.90895
C25 -0.58410 -4.07189 -4.45024
C26 -1.97919 -2.22371 -5.22640
C27 0.57446 -1.49366 -2.36517
N1 0.17143 -2.15719 -1.16025
C28 0.34197 -3.59579 -0.96189
C29 -0.38675 -3.87746 0.32265
N2 -0.64742 -2.54694 0.89358
C30 -1.12078 -2.51362 2.26533
C31 -0.19994 -2.76312 3.32809
C32 1.35268 -2.96537 3.26848
C33 2.03801 -2.33960 4.50541
C34 2.02797 -2.30667 2.08198
C35 1.65525 -4.46992 3.27491
C36 -0.69912 -2.95847 4.61304
C37 -2.00278 -2.61937 4.93260
C38 -2.89989 -2.38660 3.90393
C39 -2.51574 -2.48520 2.56518
C40 -3.70600 -2.73591 1.57610
C41 -4.98184 -1.99970 2.01647
C42 -3.99885 -4.24701 1.56212
C43 -3.43794 -2.23261 0.17397
C44 -0.31368 -1.54982 -0.01016
C45 -0.48429 -0.15748 0.08495
C46 -1.23994 0.46679 1.15721
C47 -0.73929 0.50361 2.48180
C48 -1.57841 0.82714 3.54123
C49 -2.88577 1.26098 3.30072
C50 -3.35327 1.35719 1.98464
C51 -2.49935 1.07422 0.91392
H13 1.80479 -0.28033 0.36263
H14 3.54912 0.12625 0.47522
H15 2.38361 1.19406 -0.37753
H16 4.14176 -0.21456 -3.23539
H17 3.81092 1.27464 -2.31464
H18 4.97859 0.10229 -1.69865
H19 3.42583 -2.51017 -2.23207
H20 4.36454 -1.99951 -0.79279
H21 2.68113 -2.51807 -0.60424
H22 1.93016 1.56541 -2.97957
H23 1.02520 1.06288 -5.27382
H24 0.16149 -1.21502 -5.71905
H25 -2.60376 -1.92531 -2.58058
H26 -3.09892 -3.47460 -3.29142
H27 -1.84995 -3.46238 -2.05215
H28 0.06253 -3.89885 -5.31997
H29 0.01979 -4.55838 -3.67878
H30 -1.38328 -4.76358 -4.75151
H31 -1.37388 -2.23334 -6.13945
H32 -2.83849 -2.87933 -5.41687
H33 -2.35852 -1.20938 -5.05573
H34 -0.05430 -4.15121 -1.81599
H35 1.40143 -3.89220 -0.88555
H36 -1.34301 -4.40991 0.16988
H37 0.18875 -4.50633 1.01889
H38 1.86779 -2.91284 5.42361
H39 3.12850 -2.30823 4.35621
H40 1.70052 -1.30737 4.67163
H41 1.65316 -2.69941 1.13403
H42 1.88025 -1.21974 2.10714
H43 3.11771 -2.48605 2.12134
H44 1.34321 -4.94411 2.33705
H45 2.73460 -4.64366 3.40211
H46 1.12012 -4.95887 4.09923
H47 -0.04827 -3.33343 5.40147
H48 -2.32748 -2.58055 5.96679
H49 -3.93166 -2.15976 4.16393
H50 -4.77154 -0.93787 2.20295
H51 -5.72936 -2.04988 1.21095
H52 -5.43750 -2.44853 2.90649
H53 -3.10636 -4.82850 1.29637
H54 -4.32385 -4.58109 2.55700
H55 -4.78903 -4.48586 0.83582
H56 -2.68270 -2.84157 -0.31791
H57 -4.35227 -2.30312 -0.43863
H58 -3.10777 -1.18416 0.19559
H59 -0.15863 0.41833 -0.76419
H60 0.30602 0.21743 2.64197
H61 -1.21340 0.72574 4.56667
H62 -3.54065 1.51069 4.13567
H63 -4.37931 1.67515 1.78125
H64 -2.80831 1.23043 -0.12514

Results
Energy above the lowest of the compared OMol25 structures with the same formula, charge and spin ... 117.65 kJ/mol
Largest force on an atom ... 3.0 eV/Å
Kohn-Sham gap ... 5.82 eV
HOMO level ... -0.256 Eh
E_tot ... -2392.1414 a.u.

***

No. 2
Computed, not measured: a cluster of 2 separate species, C3H5O2S in total at a distorted geometry, with the ωB97M-V functional and the def2-TZVPD basis.

CARTESIAN COORDINATES (ANGSTROEM)
C1 1.91836 -1.60701 1.62176
C2 -2.04331 -0.14892 -0.70127
C3 2.59186 -2.40569 2.16529
O1 -2.43709 -0.88954 0.17351
O2 -1.42622 2.07967 0.58715
S1 -2.49465 1.78139 -0.57240
H1 1.34023 -1.07135 0.86178
H2 -2.03122 -0.55341 0.98137
H3 -0.86032 -0.04029 -1.06785
H4 -2.60354 -0.36853 -1.69318
H5 3.15692 -2.91324 2.93680

Results
Energy above the lowest of the compared OMol25 structures with the same formula, charge and spin ... 580.62 kJ/mol
Largest force on an atom ... 14.6 eV/Å
Charge ... -1
Kohn-Sham gap ... 4.92 eV
HOMO level ... -0.060 Eh
E_tot ... -665.8246 a.u.

***

No. 3
Computed, not measured: an isolated molecule of C10H14N3P at a distorted geometry, with the ωB97M-V functional and the def2-TZVPD basis.

CARTESIAN COORDINATES (ANGSTROEM)
C1 3.64965 -0.82755 -0.52838
C2 3.41506 -1.80812 0.48871
C3 -1.12700 -0.93078 0.22129
C4 -2.38637 -1.00039 1.10805
C5 2.62549 0.08110 -0.50806
C6 2.11205 -1.52971 0.98303
C7 -1.84500 -1.17602 -1.07966
C8 -3.41792 -1.32327 0.35039
C9 -0.42481 1.49725 -1.35627
C10 -0.78757 2.72944 0.75006
N1 1.61863 -0.42573 0.31914
N2 -3.10666 -1.42562 -0.99015
N3 0.05082 1.64374 0.01560
P1 0.19283 0.24903 0.94654
H1 4.63905 -0.56708 -0.91577
H2 3.94752 -2.80791 0.53094
H3 -0.64312 -1.90474 0.33440
H4 -2.30402 -0.93784 2.17014
H5 2.54634 0.97154 -1.01638
H6 1.44597 -1.94777 1.69051
H7 -1.52403 -0.91139 -2.05174
H8 -4.37422 -1.36201 0.83612
H9 -0.10053 0.56162 -1.73228
H10 -1.42053 1.89816 -1.46554
H11 0.08066 2.30283 -1.95318
H12 -0.63367 3.65449 0.25760
H13 -1.83790 2.38114 0.79545
H14 -0.39075 2.91559 1.79942

Results
Energy above the lowest of the compared OMol25 structures with the same formula, charge and spin ... 29.04 kJ/mol
Largest force on an atom ... 3.6 eV/Å
Kohn-Sham gap ... 9.19 eV
Structure (SMILES) ... CN(C)P([C@H]1C=CN=C1)n1cccc1
HOMO level ... -0.312 Eh
E_tot ... -894.9616 a.u.

***

No. 4
Computed, not measured: a cluster of 2 separate species, C21H26F3NO6S3Si in total at a distorted geometry, with the ωB97M-V functional and the def2-TZVPD basis.

CARTESIAN COORDINATES (ANGSTROEM)
C1 1.48142 2.11240 -1.26638
C2 2.30699 1.04838 -0.69290
C3 2.82975 1.34766 0.59099
O1 2.30770 2.16838 1.45132
Si1 3.05128 2.67457 2.95286
C4 1.76041 3.80731 3.69128
C5 3.22815 1.11432 3.91573
C6 4.65698 3.55950 2.64200
O2 4.02999 0.83864 0.84805
C7 4.55233 0.26252 -0.43266
C8 3.37359 0.28670 -1.38631
H1 1.32903 1.98704 -2.34784
H2 0.49360 2.14039 -0.78183
H3 1.93825 3.10780 -1.09915
H4 1.96228 3.96470 4.75956
H5 1.73609 4.79394 3.21600
H6 0.76204 3.35938 3.58446
H7 3.50340 1.32864 4.95371
H8 2.28188 0.56688 3.91616
H9 3.97695 0.44442 3.49202
H10 4.88311 4.13658 3.55391
H11 5.49356 2.86499 2.48527
H12 4.64001 4.26303 1.80178
H13 5.37277 0.89549 -0.78334
H14 4.93446 -0.73373 -0.23115
H15 3.00952 -0.73644 -1.58995
H16 3.65537 0.73395 -2.34764
F1 0.70166 -0.72311 1.24722
C9 0.05654 -1.52292 0.33125
F2 0.63521 -2.74640 0.37487
F3 -1.23808 -1.64131 0.73335
S1 0.18800 -0.69121 -1.26780
N1 -1.35442 -1.34159 -2.05818
S2 -1.34733 -2.80084 -3.02589
C10 -2.58863 -3.81376 -2.22512
C11 -2.21926 -5.09432 -1.80880
C12 -3.17917 -5.91497 -1.21909
C13 -4.49470 -5.46424 -1.04980
C14 -4.85639 -4.18926 -1.49592
C15 -3.91070 -3.38615 -2.12371
O3 -1.75864 -2.44072 -4.35470
O4 -0.09192 -3.45127 -2.75825
S3 -2.33827 -0.05151 -2.65758
C16 -2.67325 0.82231 -1.15267
C17 -3.61467 0.34692 -0.24728
C18 -3.71225 0.98991 0.98483
C19 -2.85487 2.06167 1.27930
C20 -1.99615 2.58438 0.30802
C21 -1.95847 2.00196 -0.95214
O5 -1.54765 0.77360 -3.54323
O6 -3.60539 -0.59005 -3.08382
H17 -1.18984 -5.41727 -1.93229
H18 -2.89925 -6.91740 -0.89796
H19 -5.23474 -6.11560 -0.59932
H20 -5.86933 -3.80615 -1.36528
H21 -4.19159 -2.42309 -2.51757
H22 -4.24617 -0.49394 -0.53527
H23 -4.46254 0.69032 1.72195
H24 -2.88589 2.52919 2.25875
H25 -1.38601 3.46024 0.52603
H26 -1.42676 2.43915 -1.78990

Results
Energy above the lowest of the compared OMol25 structures with the same formula, charge and spin ... 0.00 kJ/mol
Largest force on an atom ... 4.1 eV/Å
Kohn-Sham gap ... 7.53 eV
Structure (SMILES) ... O=S(=O)(c1ccccc1)N(SC(F)(F)F)S(=O)(=O)c1ccccc1.CC1=C(O[Si](C)(C)C)OCC1
HOMO level ... -0.270 Eh
E_tot ... -3105.6386 a.u.

***

No. 5
Computed, not measured: a structure of composition C19H13CaN5O6S2 at a distorted geometry, with the ωB97M-V functional and the def2-TZVPD basis.

CARTESIAN COORDINATES (ANGSTROEM)
Ca1 1.27534 -0.03335 -1.28244
S1 1.68188 -2.43503 -2.42747
C1 2.96462 -1.48777 -3.06695
C2 3.93256 -2.04590 -3.88912
C3 4.97142 -1.27771 -4.34384
C4 5.05240 0.10771 -4.07414
C5 4.03244 0.57019 -3.29702
N1 3.05628 -0.15549 -2.77745
H1 3.94323 -3.10103 -4.07112
H2 5.71078 -1.75465 -4.94662
H3 5.88505 0.73138 -4.34338
H4 4.04713 1.59519 -3.03499
N2 1.00886 2.57722 0.95945
C6 1.13189 1.44955 1.61875
N3 1.12112 0.27354 1.07847
C7 1.07756 -0.74589 2.09377
C8 0.95260 -2.12804 1.80713
C9 0.89831 -3.00614 2.90345
C10 1.03440 -2.53452 4.17932
C11 1.12409 -1.17780 4.50878
C12 1.09442 -0.26037 3.41815
S2 1.14737 1.50310 3.37309
H5 0.82140 2.62748 -0.01331
H6 0.75973 3.39102 1.51675
H7 0.91161 -2.43587 0.75815
H8 0.69571 -4.03595 2.80167
H9 0.88358 -3.25161 4.99599
H10 1.33951 -0.90486 5.52348
O1 -1.11116 3.52288 -1.03184
C13 -1.09025 2.30736 -0.98906
O2 -0.09777 1.55556 -1.31589
C14 -2.28824 1.60600 -0.35880
C15 -3.53169 2.29227 -0.34746
C16 -4.64610 1.72120 0.12001
C17 -4.61558 0.40359 0.57270
C18 -3.39660 -0.29738 0.58752
C19 -2.22102 0.31825 0.09193
N4 -3.38068 -1.74449 0.84837
O3 -2.36029 -2.30644 0.85877
O4 -4.46269 -2.28070 1.09484
N5 -5.96187 2.42955 -0.03450
O5 -5.90163 3.52784 -0.61842
O6 -6.94863 1.98247 0.47968
H11 -3.65880 3.31433 -0.80012
H12 -5.55837 -0.08329 0.81321
H13 -1.32390 -0.32338 0.06053

Results
Energy above the lowest of the compared OMol25 structures with the same formula, charge and spin ... 67.05 kJ/mol
Largest force on an atom ... 4.3 eV/Å
Kohn-Sham gap ... 7.18 eV
HOMO level ... -0.299 Eh
E_tot ... -2931.0273 a.u.

***

No. 6
Computed, not measured: a structure of composition C5H12O2, with the ωB97M-V functional and the def2-TZVPD basis.

CARTESIAN COORDINATES (ANGSTROEM)
C1 2.28184 0.01196 0.72749
C2 0.94700 0.75485 0.61807
C3 -0.23662 -0.18833 0.53326
O1 -0.62066 -0.71052 1.80134
C4 -1.36490 0.03209 -0.30384
C5 -1.34223 0.94963 -1.48691
O2 -1.13928 -1.64281 -1.19044
H1 2.24168 -0.76207 1.50468
H2 2.52639 -0.48527 -0.21783
H3 3.10478 0.68721 0.98488
H4 0.80396 1.38637 1.50667
H5 0.97934 1.42798 -0.24657
H6 -0.24913 -1.25726 -0.41488
H7 0.08260 -1.30342 2.09006
H8 -2.34628 -0.18746 0.11471
H9 -0.36082 0.95828 -1.96781
H10 -2.08418 0.64486 -2.22686
H11 -1.57330 1.97009 -1.15549
H12 -1.65019 -2.28618 -0.67051

Results
Energy above the lowest of the compared OMol25 structures with the same formula, charge and spin ... 367.12 kJ/mol
Largest force on an atom ... 0.5 eV/Å
Kohn-Sham gap ... 8.69 eV
HOMO level ... -0.287 Eh
E_tot ... -348.0650 a.u.

***

Question: The lowest Kohn-Sham gap belongs to which entry?
Answer: C3H5O2S